{"formula": "C4H9FO2S", "method": "ωB97M-V/def2-TZVPD", "symbols": ["C", "C", "C", "C", "O", "O", "F", "S", "H", "H", "H", "H", "H", "H", "H", "H", "H"], "coordinates": [[0.9427, -1.2241, 0.9759], [1.2326, 1.2706, 0.8643], [2.0984, -0.0644, -0.9720], [1.3603, 0.0723, 0.3288], [-2.6128, -0.5589, -0.6972], [-4.6363, 0.5541, -1.9098], [-4.1135, 1.1192, 0.3901], [-3.4813, 0.8073, -1.1400], [0.2900, -1.9428, 0.3940], [1.8230, -1.7654, 1.2207], [0.4924, -0.8978, 2.0366], [0.6465, 1.4709, 1.7548], [1.7034, 2.2006, 0.3518], [-2.4805, -0.8048, 0.2422], [3.1357, -0.2007, -0.5743], [1.5756, -0.8040, -1.5944], [2.0240, 0.7679, -1.6715]], "total_charge": 0, "homo_lumo_gap_ev": 9.9464, "relative_energy_kcal_mol": 26.1}